Arrangement P

Formula: C3H6O3S
Source: the OMol25 dataset
Level of theory: the ωB97M-V functional and the def2-TZVPD basis

Results
Total charge ... 0
HOMO-LUMO gap ... 9.39 eV
SMILES ... C=[S@](C)(=O)OC=O

Cartesian coordinates (Å):
C -2.1661 0.1846 -0.0462
C 1.6275 -0.3207 -1.0368
C -0.1247 -0.1522 1.5603
O -3.0028 -0.5427 0.3272
O -1.0479 -0.1803 -0.8539
O 0.4253 1.7424 -0.1484
S 0.2985 0.3140 -0.0194
H -2.1667 1.2319 0.2604
H 1.7911 -1.4637 -1.1317
H 1.2001 0.2362 -1.8366
H 2.6239 0.0094 -0.6204
H -0.1965 -1.1592 1.3884
H 0.7382 0.1004 2.1570

Arrangement Q

Formula: C3H6O3S
Source: the OMol25 dataset
Level of theory: the ωB97M-V functional and the def2-TZVPD basis

Results
Total charge ... 0
HOMO-LUMO gap ... 10.87 eV

Cartesian coordinates (Å):
C -0.4097 -0.0381 0.3287
C 1.8975 0.1783 -0.3605
C 0.9433 0.0102 0.9127
O -3.9011 -0.1431 0.2530
O -2.1540 -0.7135 -1.2497
O -1.2860 0.7180 0.5520
S -3.0725 0.3009 -0.7422
H -0.4185 -0.7676 -0.5026
H 2.8244 -0.2761 -0.2019
H 1.9225 1.1843 -0.6833
H 1.4544 -0.3774 -1.3245
H 1.0152 0.8045 1.5934
H 1.1846 -0.8805 1.4250

Arrangement R

Formula: C3H6O3S
Source: the OMol25 dataset
Level of theory: the ωB97M-V functional and the def2-TZVPD basis

Results
Total charge ... 0
HOMO-LUMO gap ... 9.92 eV

Cartesian coordinates (Å):
C -0.8832 0.1016 -0.2814
C -0.5449 1.0264 0.9106
C 0.3357 -0.7286 -0.6532
O 2.7523 0.5672 -0.8755
O 0.6851 1.5130 0.7888
O 0.4031 -1.9933 -0.1930
S 1.8977 0.0634 0.1250
H -1.5800 -0.6359 0.1280
H -1.0413 0.8682 -1.0520
H -1.3759 1.7828 0.9146
H -0.6245 0.3798 1.8551
H 0.4911 -0.7134 -1.7600
H -0.5152 -2.2312 0.0929

Energies relative to the minimum, hartree: arrangement P 0.0913; arrangement Q 0.0000; arrangement R 0.0403

Arrangement P

Formula: C3H5NOS2
Source: the OMol25 dataset
Level of theory: the ωB97M-V functional and the def2-TZVPD basis

Results
Total charge ... 0
HOMO-LUMO gap ... 8.96 eV
SMILES ... S/N=C1\OCCS1

Cartesian coordinates (Å):
C -0.7921 0.4767 0.1215
C 1.6966 0.3845 0.4149
C 1.0756 -0.6710 -0.4927
H -4.2156 -0.0433 0.0831
H 2.6464 0.7306 0.0080
H 1.8074 0.0638 1.4795
H 1.1591 -0.3631 -1.5687
H 1.4309 -1.7084 -0.3698
N -2.0036 0.6876 0.3131
O -0.2680 -0.7201 -0.2120
S -3.0255 -0.5599 -0.2093
S 0.4887 1.7225 0.4326

Arrangement Q

Formula: C3H5NOS2
Source: the OMol25 dataset
Level of theory: the ωB97M-V functional and the def2-TZVPD basis

Results
Total charge ... 0
HOMO-LUMO gap ... 9.71 eV
SMILES ... CSSCN=C=O

Cartesian coordinates (Å):
C -3.2122 -0.3618 0.2050
C -0.7768 -0.7491 0.0263
C 2.3352 0.6544 0.0273
N -2.1469 -0.9108 0.1614
O -4.2885 0.0587 0.2224
S -0.1558 0.4092 -1.3130
S 0.9256 1.6925 -0.1481
H -0.2811 -0.5026 0.9750
H -0.3098 -1.6882 -0.2551
H 3.2167 1.4164 0.0855
H 2.3957 0.0408 -0.8113
H 2.2980 -0.0593 0.8245

Energies relative to the minimum, hartree: arrangement P 0.0160; arrangement Q 0.0000